[1]
The following is a DFT calculation (ωB97M-V/def2-TZVPD) of 9 unconnected molecules or ions with the total composition C5H27NO8 at a distorted geometry.

XYZ file:
```
41
Properties=species:S:1:pos:R:3:forces:R:3
C 0.404340 -0.743766 1.125080 -1.71 0.16 0.03
N -1.345627 1.328590 1.433782 0.05 -0.75 2.10
C -1.683602 0.240397 0.562307 -1.69 1.70 1.33
C -0.963238 -0.803436 0.261966 4.95 1.06 2.68
C -1.037829 -1.651514 -0.909054 -1.53 -5.17 3.45
C -2.980312 0.562243 0.003115 -2.54 0.98 0.16
H 0.821219 0.227610 0.911588 0.93 -0.06 -0.48
H 1.071593 -1.563913 1.023170 0.35 -0.49 -0.81
H 0.322710 -0.678156 2.227504 -0.82 -0.22 -0.29
H -0.445248 1.178067 1.928001 -0.96 0.37 -0.40
H -2.115673 1.357778 2.170706 1.41 0.35 -1.14
H -1.351195 -1.167397 -1.737311 -0.93 1.23 -2.92
H -1.828579 -2.458725 -0.558719 0.82 1.30 -1.33
H -0.223114 -2.374988 -1.050443 0.31 0.90 -0.10
H -2.978783 -0.030368 -0.888714 -1.13 0.42 -1.13
H -3.949022 0.418809 0.574973 1.27 -1.19 -0.02
H -3.149944 1.668763 0.010476 0.68 -0.62 -1.43
H -2.637672 1.333082 -2.776978 1.18 1.59 -0.38
H -1.609994 2.557635 -2.652586 0.55 0.58 1.95
O -2.096206 2.029975 -3.242741 -2.08 -2.52 -1.99
H 4.299213 0.060148 2.535889 0.55 0.29 0.50
H 4.027337 -1.054474 1.558616 0.87 -1.06 -0.21
O 3.659572 -0.270387 1.921026 -1.17 0.85 -0.16
H 0.043149 0.715569 -1.722963 1.04 -0.97 0.68
H 0.134268 1.349280 -2.842641 -0.70 1.89 -2.63
O 0.707926 0.738293 -2.445467 -0.29 -1.15 1.98
H 1.124637 2.385534 -0.298345 1.00 -0.25 0.35
H 2.451973 1.566604 0.141626 -1.07 1.13 0.01
O 1.871831 2.346867 0.344562 0.06 -0.78 -0.40
H -1.071727 3.761520 -1.133493 -0.93 4.05 0.43
H -1.252163 2.434438 -0.167190 1.19 1.88 -2.45
O -0.883171 2.884575 -1.086634 0.28 -5.48 3.01
H 2.569486 -2.179488 -3.163281 -0.21 0.01 0.76
H 1.471329 -1.716132 -2.078715 3.13 -1.73 -0.58
O 2.363709 -2.279407 -2.211815 -2.81 1.84 -0.34
H -1.773911 -2.637002 3.891370 -1.27 -0.26 0.22
H -1.445533 -1.342488 4.091194 2.10 2.72 0.09
O -2.227413 -1.814795 4.172761 -0.81 -2.43 -0.35
H 2.945889 -3.024968 -0.517611 -1.03 0.71 3.16
H 2.903172 -1.895259 0.621398 -0.63 -1.71 -0.52
O 2.682478 -2.862015 0.498997 1.60 0.83 -2.80
```
Forces are in eV/Å.

Computed properties:
Multiplicity: 1
Orbital gap (eV): 9.047
Energy above the lowest of the compared OMol25 structures with the same formula, charge and spin (kJ/mol): 398.1
Structure (SMILES): CC(C)=C(C)N.O.O.O.O.O.O.O.O
Strongest force on any atom (eV/A): 6.40


[2]
The following is a DFT calculation (ωB97M-V/def2-TZVPD) of C2H3ClN2 in the gas phase at a distorted geometry.

XYZ file:
```
8
Properties=species:S:1:pos:R:3:forces:R:3
C -0.806711 0.639875 1.932557 0.65 -0.58 -0.46
C -0.725311 -0.173197 0.728438 -1.31 1.39 -0.74
N -0.737268 1.265237 2.879615 -0.14 0.71 1.03
N 0.274582 0.309166 -0.120905 1.91 -0.54 -1.22
Cl -2.325249 0.173177 -0.119080 -0.95 -0.38 0.00
H -0.806296 -1.215479 1.029617 0.64 -0.13 -0.59
H 0.282499 0.042020 -1.123636 -0.44 -0.38 1.36
H 0.465001 1.302830 -0.117792 -0.37 -0.09 0.62
```
Forces are in eV/Å.

Computed properties:
Multiplicity: 1
Orbital gap (eV): 11.087
Energy above the lowest of the compared OMol25 structures with the same formula, charge and spin (kJ/mol): 93.0
Structure (SMILES): N#C[C@H](N)Cl
Strongest force on any atom (eV/A): 2.33


[3]
The following is a DFT calculation (ωB97M-V/def2-TZVPD) of 13 unconnected molecules or ions with the total composition H26O13 at a distorted geometry.

XYZ file:
```
39
Properties=species:S:1:pos:R:3:forces:R:3
O -0.337538 0.787769 -4.126718 0.11 0.60 -1.36
H 0.102462 0.043769 -4.530718 0.25 -0.10 -0.13
H -0.508538 0.549769 -3.230718 -0.25 -0.20 0.94
O -0.414538 -0.474231 2.986282 -1.25 -0.76 0.46
H 0.515462 -0.641231 3.108282 0.44 -0.14 0.01
H -0.847538 -1.289231 3.324282 0.38 0.79 -0.43
O 0.975462 3.481769 -0.117718 0.50 0.02 0.02
H 1.046462 4.035769 0.667282 -0.31 -0.02 -0.23
H 0.046462 3.200769 -0.191718 0.20 0.39 0.02
O -0.761538 2.606769 1.865282 1.74 1.16 1.79
H -1.341538 2.099769 1.352282 -1.04 -1.21 -1.28
H 0.131462 2.297769 1.617282 -0.87 0.15 -0.09
O 2.177462 -0.650231 2.190282 -0.86 0.95 -0.69
H 2.262462 0.298769 2.330282 -0.06 0.38 -0.59
H 2.735462 -0.992231 2.841282 1.57 -1.16 1.68
O 2.702462 0.258769 -0.785718 2.14 -0.62 -0.21
H 2.888462 -0.562231 -0.310718 0.17 0.33 -0.44
H 1.801462 0.418769 -0.549718 -1.00 0.76 0.19
O -0.610538 -3.056231 1.521282 -0.95 -0.92 0.82
H -1.017538 -3.928231 1.344282 0.48 0.72 -0.05
H 0.108462 -2.915231 0.914282 0.80 -0.17 -0.71
O -2.198538 -1.407231 0.155282 -1.00 0.80 -1.41
H -1.526538 -1.862231 0.653282 0.34 -0.31 0.82
H -2.669538 -0.812231 0.737282 0.10 -0.01 0.48
O 0.313462 -1.074231 -2.041718 -0.40 -0.27 -0.31
H 0.232462 -1.449231 -2.915718 -0.41 0.14 -0.51
H 0.891462 -1.707231 -1.631718 0.72 -0.17 0.83
O -1.604538 2.871769 -0.964718 -0.57 0.11 0.10
H -2.501538 3.099769 -0.710718 0.00 0.54 0.28
H -1.764538 2.044769 -1.442718 0.59 -0.25 -0.33
O 0.327462 0.554769 0.185282 -0.75 0.89 -0.97
H -0.009538 0.009769 -0.532718 -0.34 0.15 -0.67
H 0.435462 -0.097231 0.839282 -0.06 -1.11 1.91
O 1.785462 -2.245231 0.116282 0.34 -2.98 -0.94
H 1.900462 -1.860231 0.978282 0.34 0.60 0.85
H 2.235462 -3.143231 0.136282 -0.71 1.70 0.00
O -2.193538 0.543769 -2.158718 -1.85 0.63 0.09
H -2.195538 0.030769 -1.329718 -0.23 -0.30 -0.20
H -3.112538 0.931769 -2.291718 1.69 -1.08 0.23
```
Forces are in eV/Å.

Computed properties:
Multiplicity: 1
Orbital gap (eV): 9.163
Energy above the lowest of the compared OMol25 structures with the same formula, charge and spin (kJ/mol): 257.6
Strongest force on any atom (eV/A): 3.14


no.,HOMO level (eV)
1,-8.7
2,-10.4
3,-9.7